1.
Formula: C5H13N2
Source: the Open Molecules 2025 dataset
Level of theory: ωB97M-V/def2-TZVPD

HOMO-LUMO gap = 11.63 eV
Total energy = -307.5303 Ha
LUMO = -3.05 eV
Net charge = +1
Structure (SMILES) = C[C@H]1[C@H](N)[NH2+][C@@H]1C
HOMO level = -0.539 Eh
Energy relative to the best compared isomer or geometry (same formula, charge and spin) = 239.6 kJ/mol

Each line ends with the Mulliken charge.
Cartesian coordinates (Å):
N 0.8298 1.6998 -1.3800  -0.503
N 0.7404 -0.8070 -1.0727  -0.279
C 0.1856 0.3508 2.0878  -1.683
C -0.2978 -0.9719 0.0471  -0.192
C -1.6694 -1.2201 -0.5281  -1.264
C 0.9096 0.7077 -0.4665  -0.212
C -0.1543 0.4625 0.5711  0.141
H -1.0307 0.9892 0.5578  0.496
H -1.7706 -0.3708 -1.2451  0.400
H -2.4157 -1.0942 0.3230  0.320
H 0.0077 2.2489 -1.4939  0.236
H 1.1287 -0.1293 2.2062  0.430
H 0.3263 -0.8738 -2.0230  0.353
H -1.7516 -2.3152 -0.8797  0.344
H 1.6473 -1.3831 -1.1418  0.355
H 0.2824 1.4632 2.4403  0.348
H 1.8910 0.6520 -0.1151  0.545
H -0.4780 -0.0495 2.7459  0.456
H -0.0306 -1.6598 0.8307  0.437
H 1.6499 2.3007 -1.4640  0.271

=====

2.
Formula: C12H8MnN2O4Se
Source: the Open Molecules 2025 dataset
Level of theory: ωB97M-V/def2-TZVPD

HOMO-LUMO gap (alpha / beta) = 6.45 / 4.49 eV
Total energy = -4424.2473 Ha
LUMO (alpha / beta) = -8.59 / -10.55 eV
Multiplicity = 6
Net charge = +2
HOMO level (alpha / beta) = -0.553 / -0.553 Eh

Each line ends with the Mulliken spin population.
Cartesian coordinates (Å):
Se 1.2335 0.7625 2.2890  0.345
Mn 0.2498 0.2288 0.1689  4.223
O -0.0795 -2.7595 -0.2625  0.081
O -0.3333 2.9989 -0.9575  0.091
O 2.4492 -0.1393 -1.8259  0.107
O -1.8717 0.0200 -2.2212  0.029
N -0.5609 -0.0888 4.3119  0.003
N 1.3781 -0.9692 4.6225  0.015
C 0.6848 -0.1832 3.7618  0.011
C 0.1508 -1.6514 8.0372  0.004
C 1.7325 -0.0071 -0.9141  -0.080
C 1.0575 -1.7397 6.9900  0.000
C 0.6243 -1.3118 5.7384  0.007
C -0.6166 -0.7867 5.5022  0.009
C -1.6721 0.6328 3.7906  -0.002
C -0.0966 -1.6191 0.0639  0.052
C -1.4654 -0.6444 6.5619  -0.001
C -0.1805 1.9171 -0.4953  0.022
C -1.0887 -1.0951 7.8157  0.004
C -1.1212 -0.0412 -1.3415  0.062
H -2.3681 -0.1232 6.3435  -0.001
H -2.4619 0.7181 4.5596  0.002
H -1.7734 -0.9927 8.6425  0.000
H 0.4548 -1.9867 9.0168  0.000
H 2.0899 -2.0927 7.0936  0.000
H -1.4074 1.6486 3.4529  0.001
H 2.3417 -1.1812 4.4301  0.002
H -2.0933 0.1375 2.9000  0.013

=====

3.
Formula: C4H5N3
Source: the Open Molecules 2025 dataset
Level of theory: ωB97M-V/def2-TZVPD

HOMO-LUMO gap = 9.68 eV
Total energy = -319.6862 Ha
LUMO = 0.86 eV
Net charge = 0
Structure (SMILES) = Nc1cncnc1
HOMO level = -0.324 Eh
Energy relative to the best compared isomer or geometry (same formula, charge and spin) = 68.3 kJ/mol

Each line ends with the Mulliken charge.
Cartesian coordinates (Å):
N -1.4015 0.1786 1.2074  -0.549
N 1.2402 -1.4283 -0.7267  -0.574
N -0.3448 1.8373 -0.1128  -0.558
C -0.4786 -0.7034 0.8391  -0.170
C 0.4357 -0.4299 -0.1839  0.485
C 0.5400 0.9266 -0.5132  -0.150
C -1.3365 1.3887 0.6528  -0.069
H 1.3989 1.2862 -1.0797  0.349
H 1.6951 -1.1890 -1.5975  0.241
H -2.1373 2.0844 0.8957  0.362
H -0.3937 -1.6236 1.4205  0.379
H 0.7825 -2.3276 -0.8016  0.254

=====

4.
Formula: C8H11F2N4O11S2V
Source: the Open Molecules 2025 dataset
Level of theory: ωB97M-V/def2-TZVPD

HOMO-LUMO gap (alpha / beta) = 7.67 / 7.83 eV
Total energy = -3298.3083 Ha
LUMO (alpha / beta) = 1.50 / 1.71 eV
Multiplicity = 2
Net charge = -1
HOMO level (alpha / beta) = -0.227 / -0.225 Eh
Energy relative to the best compared isomer or geometry (same formula, charge and spin) = 0.0 kJ/mol

Each line ends with the Mulliken spin population.
Cartesian coordinates (Å):
V 0.1044 -0.1636 -0.4681  1.231
S -0.6099 1.1263 2.7176  0.002
S -2.4300 0.0234 1.7234  0.005
F -2.8198 -1.0791 0.5896  0.000
F 0.8754 1.4330 2.1944  0.001
O -0.2068 -1.7219 -0.5835  -0.273
O -1.4534 1.7264 -3.8635  0.001
O -2.8674 2.1551 -2.2126  0.000
O -3.2409 1.1482 1.2648  0.003
O 2.8233 -1.1253 -3.7842  -0.001
O -2.7699 -0.7124 2.9149  -0.001
O 1.6252 -0.2498 -2.0902  0.002
O -1.1033 2.5046 2.6576  -0.001
O -0.3780 0.5256 4.0002  0.002
O 1.3697 0.5748 -4.0989  0.003
O -1.4510 0.4771 -1.9274  0.020
N 0.6594 2.1110 -0.4082  0.000
N -0.9784 0.1816 1.2943  0.005
N -3.9122 -5.2651 2.5184  0.000
N 1.9550 -0.8081 0.9752  0.005
C 3.0503 -0.9936 0.6989  -0.004
C 4.4690 -1.0947 0.2694  0.001
C -1.6297 -4.4204 1.4807  0.000
C -1.9558 1.4332 -2.6294  -0.001
C 0.3455 3.1975 -0.2443  0.000
C -2.9097 -4.9270 2.0763  0.000
C 0.0189 4.6040 0.0083  0.000
C 1.9356 -0.1962 -3.3439  0.003
H -2.1135 2.4607 -3.7742  0.000
H -1.7499 -3.9884 0.4906  0.000
H -0.4455 4.6509 0.9910  0.000
H -1.2037 -3.6444 2.1185  0.000
H 4.8192 -2.1228 0.3543  0.000
H -0.5614 4.9982 -0.8239  0.000
H 5.0489 -0.5440 1.0104  0.000
H 0.9645 5.1464 -0.0286  0.000
H -0.8708 -5.1975 1.5647  0.000
H 4.6481 -0.7206 -0.7353  0.000
H 2.9484 -1.5033 -2.8972  0.000

=====

5.
Formula: C11H18NO
Source: the Open Molecules 2025 dataset
Level of theory: ωB97M-V/def2-TZVPD

HOMO-LUMO gap (alpha / beta) = 5.98 / 8.80 eV
Total energy = -559.4752 Ha
LUMO (alpha / beta) = -5.61 / -4.24 eV
Net charge = +1
HOMO level (alpha / beta) = -0.426 / -0.479 Eh
Energy relative to the best compared isomer or geometry (same formula, charge and spin) = 546.8 kJ/mol

Each line ends with the Mulliken charge.
Cartesian coordinates (Å):
O 0.6749 -2.4420 -1.3118  -0.409
N 1.1488 0.0848 0.4306  0.691
C 1.0817 -1.1798 1.2552  -1.479
C -1.3122 -0.0293 -0.2506  0.799
C -4.0586 -0.0042 0.3399  -0.530
C 2.5327 0.0952 -0.1720  -1.071
C 0.1255 0.1406 -0.5800  -0.017
C 0.4748 0.6193 -1.9790  -1.024
C 1.0079 1.2582 1.3452  -0.888
C -3.2596 -1.0855 0.6943  -0.826
C -3.4278 1.0953 -0.2521  -0.611
C -2.0999 1.1282 -0.5381  -0.586
C -1.8766 -1.0784 0.4993  -0.231
H 1.6199 2.1472 1.1353  0.377
H 2.9254 -0.8820 -0.5280  0.254
H 0.2849 -1.0281 1.9237  0.633
H 0.2659 -0.2218 -2.6884  0.259
H -3.7713 -1.8696 1.2921  0.334
H 3.2460 0.3618 0.6948  0.456
H 2.0563 -1.2123 1.7884  0.450
H -4.0427 1.8920 -0.7183  0.309
H 1.4642 1.0513 -1.9350  0.357
H 0.0795 1.6408 1.5505  0.458
H -1.6599 1.9939 -0.9123  0.444
H 1.1175 -1.9805 0.5807  0.441
H -0.0083 -2.9756 -1.5185  0.245
H -0.3142 1.3378 -2.1912  0.374
H 1.3426 1.1424 2.4827  0.333
H -1.3794 -1.9864 0.7710  0.506
H -5.0821 0.0628 0.4649  0.485
H 2.4934 0.8927 -0.8445  0.468

=====

6.
Formula: C29H31BrN7OS4Sr
Source: the Open Molecules 2025 dataset
Level of theory: ωB97M-V/def2-TZVPD

HOMO-LUMO gap = 6.44 eV
Total energy = -5779.5888 Ha
LUMO = -2.89 eV
Net charge = +1
HOMO level = -0.343 Eh
Energy relative to the best compared isomer or geometry (same formula, charge and spin) = 32.6 kJ/mol

Each line ends with the Mulliken charge.
Cartesian coordinates (Å):
Sr -0.8975 -1.1858 1.1569  1.174
Br -1.1950 1.1148 -7.7611  -0.181
S -2.9345 -2.8917 -0.2988  -0.370
S -1.0965 0.1399 3.8982  -0.086
S -0.9709 -3.4174 3.2532  0.232
S 1.0457 -2.2983 5.7118  -0.061
O -1.9637 0.4457 -0.2389  -0.664
N 0.6217 0.9436 0.4447  0.560
N -1.4152 -1.6487 -2.1484  -0.333
N -3.6617 -1.6040 -2.4727  -0.386
N 0.6370 4.8839 -2.3797  -0.299
N 0.6748 5.1272 -3.5890  -0.650
N -0.3447 -1.8644 -1.3448  -0.329
N 1.5629 -2.0392 0.5066  0.260
C 0.3365 -0.7272 6.2750  -0.919
C -2.3103 -1.1151 4.4504  -0.588
C -1.2021 3.6208 -6.4064  -0.402
C -1.3773 3.4819 -2.1468  -0.406
C 1.9113 -1.7697 -0.7613  -0.168
C 3.8531 -2.4698 1.0311  -0.739
C 2.5113 -2.3805 1.3723  -0.301
C 1.8612 1.2068 0.7933  -0.560
C 0.8038 -1.4334 -1.7032  1.701
C 1.9759 3.1655 -0.5626  -0.781
C -0.0099 1.7910 -0.4129  -0.343
C 3.2303 -1.8319 -1.1854  -0.627
C 0.6414 2.9221 -0.9583  0.648
C -0.7238 -4.2885 4.8127  -0.920
C 0.2027 4.1619 -4.5379  -0.120
C -0.3097 -3.4632 6.0242  -0.647
C -0.7760 4.5293 -5.4488  -0.306
C 2.5818 2.3159 0.3206  -1.100
C 4.2142 -2.1897 -0.2738  -0.730
C -2.6569 -1.9890 -1.6896  0.523
C -0.6120 2.3688 -6.4661  -0.013
C 0.1649 0.3375 5.2081  -0.580
C 1.0449 -0.6577 -2.9620  -1.637
C -2.0417 2.3944 -1.5744  -0.817
C -0.0520 3.7374 -1.8840  0.235
C -1.3909 1.4907 -0.7374  0.555
C -2.4403 -2.3986 3.5992  -1.229
C 0.8180 2.9194 -4.6275  0.149
C 0.4111 2.0196 -5.5984  -0.643
H 1.0251 -0.3154 7.0142  0.446
H 5.2478 -2.2506 -0.5865  0.448
H -3.1737 -3.0291 4.1092  0.543
H -1.3504 -0.9226 -2.8523  0.267
H 0.8908 1.0539 -5.6918  0.510
H 1.6149 2.6633 -3.9405  0.493
H -1.9805 3.8895 -7.1068  0.436
H 3.4921 -1.6254 -2.2126  0.433
H -0.5894 -0.9243 6.8127  0.494
H 4.5853 -2.7511 1.7742  0.465
H 0.0029 -4.1536 6.8083  0.487
H 3.5963 2.4801 0.6561  0.456
H -1.1586 -2.9098 6.4188  0.288
H -4.5996 -1.8092 -2.1751  0.210
H 2.1813 -2.5816 2.3869  0.355
H -0.0673 1.2819 5.7004  0.434
H 2.0685 -0.3052 -3.0372  0.413
H 2.4927 4.0310 -0.9554  0.527
H -1.2116 5.5188 -5.3984  0.478
H 1.1003 0.4690 4.6642  0.355
H -2.9189 -2.2071 2.6227  0.487
H -3.0908 2.2274 -1.7842  0.513
H 2.3364 0.5091 1.4775  0.508
H -3.5269 -1.0544 -3.3056  0.197
H -1.9283 4.1448 -2.7982  0.519
H 0.4026 0.2310 -2.9743  0.085
H 0.8158 -1.2589 -3.8452  0.422
H 0.0473 -5.0219 4.5710  0.389
H -3.2836 -0.6233 4.4364  0.541
H -1.6346 -4.8459 5.0369  0.457
H -2.1074 -1.3645 5.4862  0.241

=====

7.
Formula: C39H36AuN3O3P2S2
Source: the Open Molecules 2025 dataset
Level of theory: ωB97M-V/def2-TZVPD

HOMO-LUMO gap (alpha / beta) = 5.99 / 5.97 eV
Total energy = -3512.6361 Ha
LUMO (alpha / beta) = 4.46 / 4.45 eV
Multiplicity = 3
Net charge = -2
HOMO level (alpha / beta) = -0.057 / -0.056 Eh

Each line ends with the Mulliken spin population.
Cartesian coordinates (Å):
Au 0.7606 1.9167 -0.1788  0.699
S 0.5756 1.5678 3.6637  0.004
S 3.4727 0.8314 -1.0206  0.068
P 2.6748 -0.4194 0.2930  -0.021
P 0.4300 0.0404 2.3867  0.013
O -4.7207 0.3313 -3.0956  0.000
O -2.7847 2.0299 0.5825  0.002
O -0.0215 0.6462 -2.7424  0.003
N 0.9449 3.7340 -1.0078  0.812
N -3.6658 1.1388 -1.2751  0.008
N -1.3212 1.4520 -1.0842  0.044
C 1.1697 0.0841 0.8664  0.018
C -2.2016 -1.9017 -2.8828  -0.001
C 3.8489 -0.1996 2.8264  0.000
C -1.7012 -1.0861 0.9777  0.002
C 1.2142 -3.9040 3.2060  0.000
C -3.6832 0.6725 -2.5446  -0.006
C -1.2289 4.6380 -0.2969  0.201
C 6.1269 -1.6398 2.1565  0.003
C 0.8903 -1.5103 3.2774  -0.001
C 5.9959 -1.1065 3.4342  0.001
C 4.8622 -0.3797 3.7621  0.000
C 1.8184 -4.4139 -1.8786  0.001
C 1.4604 -3.1827 -2.4190  -0.001
C 1.6493 -2.6977 5.2351  0.000
C -2.1737 -0.7576 -3.8920  0.001
C 2.8080 -3.2839 0.0050  -0.002
C -2.4179 3.1429 -3.7757  -0.003
C 0.8519 -2.7180 2.5827  0.001
C -1.1392 0.8889 -2.3019  0.029
C -2.3061 1.7180 -4.3151  0.002
C 1.6171 -3.8956 4.5352  0.000
C 5.1192 -1.4578 1.2217  -0.001
C -1.3389 -0.3543 2.1050  0.001
C 0.0362 5.6128 -2.1195  0.183
C -0.9815 6.5150 -2.3492  -0.105
C -2.3348 0.6160 -3.2291  0.013
C -0.0621 4.6054 -1.1051  -0.116
C -2.1250 6.5074 -1.5474  0.203
C -2.3089 -0.0236 3.0452  -0.002
C -3.0150 -1.5016 0.8046  0.000
C 1.2852 -1.5103 4.6103  -0.002
C -2.5365 1.5795 -0.5169  0.004
C 2.4608 -2.0475 -0.5340  0.003
C -3.6244 -0.4326 2.8678  0.000
C 1.7776 -2.0073 -1.7547  -0.002
C -3.9776 -1.1771 1.7514  0.000
C -2.2219 5.5725 -0.5177  -0.085
C 2.4901 -4.4603 -0.6674  0.000
C 3.9604 -0.7555 1.5565  -0.008
H -1.3495 3.9076 0.4954  0.016
H -0.8909 7.2401 -3.1514  -0.005
H -3.3494 3.2905 -3.2231  0.000
H 3.3155 -3.3359 0.9596  0.000
H -3.1580 -1.9298 -2.3558  0.000
H -2.0178 0.5743 3.9000  0.000
H -1.2231 -0.7513 -4.4258  0.000
H 2.7669 -5.4162 -0.2351  0.000
H 0.9270 -3.1380 -3.3616  0.000
H -3.1030 5.5507 0.1141  -0.003
H 1.9663 -2.6859 6.2724  0.000
H -2.9221 7.2206 -1.7209  0.017
H -1.3620 1.6000 -4.8502  -0.001
H -2.0676 -2.8649 -3.3801  0.000
H -4.5415 1.1993 -0.7767  -0.001
H 0.9297 5.6101 -2.7311  0.009
H 1.5680 -5.3316 -2.3991  0.000
H 1.1893 -4.8338 2.6484  0.000
H -3.1234 1.5121 -5.0119  0.001
H 1.9085 -4.8196 5.0223  0.000
H -0.9404 -1.3035 0.2349  -0.005
H -1.5920 3.3822 -3.1042  0.002
H -4.3795 -0.1576 3.5959  0.000
H 1.3112 -0.5629 5.1358  0.000
H -1.4009 -1.7937 -2.1485  0.001
H -3.2941 -2.0664 -0.0772  0.000
H -2.4004 3.8618 -4.5966  -0.001
H 4.7556 0.0559 4.7490  0.000
H 0.5495 -2.7235 1.5430  0.000
H 6.7826 -1.2498 4.1666  0.000
H 5.2313 -1.8459 0.2165  0.004
H -2.9816 -0.8778 -4.6168  0.000
H 2.9786 0.3960 3.0809  0.001
H 7.0206 -2.1915 1.8866  0.000
H -5.0052 -1.4942 1.6095  0.000
H 1.4925 -1.0442 -2.1659  0.000

=====

8.
Formula: C5H12N2
Source: the Open Molecules 2025 dataset
Level of theory: ωB97M-V/def2-TZVPD

HOMO-LUMO gap = 9.84 eV
Total energy = -307.1896 Ha
LUMO = 0.99 eV
Net charge = 0
Structure (SMILES) = CCCC/N=C\N
HOMO level = -0.325 Eh
Energy relative to the best compared isomer or geometry (same formula, charge and spin) = 104.4 kJ/mol

Each line ends with the Mulliken charge.
Cartesian coordinates (Å):
N 1.1570 -2.5652 1.4075  -0.403
N 0.5659 -1.9618 -0.7954  -0.575
C -1.4609 2.6439 -0.0330  -1.232
C -0.7027 0.2247 -0.3562  -0.292
C 0.6331 -0.5557 -0.4742  -0.794
C 0.9488 -2.8243 0.0549  0.099
C -0.3651 1.7076 -0.6424  -0.467
H -1.4548 -0.1606 -1.0343  0.305
H 0.5679 1.9759 -0.1417  0.318
H -1.3494 3.6322 -0.4723  0.360
H 1.3201 -0.3425 0.3546  0.406
H 1.0883 -3.8762 -0.1513  0.345
H -0.9547 0.2939 0.7071  0.203
H -0.2623 1.9409 -1.7033  0.359
H -1.2401 2.7197 1.0349  0.334
H 1.8219 -3.1860 1.8293  0.200
H 1.0747 -0.1183 -1.3755  0.313
H -2.4305 2.1562 -0.1027  0.316
H 1.0429 -1.7046 1.8940  0.204

=====

Q: Look up the total energy of the fifth one.
A: -559.4752 Ha

=====

Q: The lowest net charge belongs to which entry?
A: C39H36AuN3O3P2S2